# 1
This record from the Open Molecules 2025 dataset describes the ion C34H42N3OSSi with charge +1 in a non-equilibrium geometry. The level of theory is ωB97M-V/def2-TZVPD.

Output
gap between HOMO and LUMO: 0.24920 Eh
relative energy (zero: lowest compared OMol25 entry of this formula, charge and spin): 14.03 kcal/mol
E_tot: -2247.74687 Ha
maximum force: 4.0 eV/A
total charge: +1
HOMO energy: -0.34066 Eh

The geometry in XYZ format:
```
82
C34H42N3OSSi ωB97M-V/def2-TZVPD
C -2.621 3.589 0.368
C -3.178 3.774 1.784
N -4.087 2.672 1.933
C -4.908 2.399 3.111
C -5.707 1.188 2.694
S -4.980 0.420 1.173
C -3.993 1.809 0.929
N -3.094 2.260 -0.024
H -3.025 4.360 -0.305
H -1.520 3.677 0.368
H -2.411 3.770 2.583
H -3.702 4.732 1.907
H -4.264 2.192 3.973
H -5.522 3.277 3.333
H -5.729 0.429 3.471
H -6.720 1.484 2.420
C 2.473 -4.840 2.216
Si 3.469 -3.282 2.038
C 4.151 -2.722 3.675
C 4.794 -3.450 0.747
O 2.437 -2.063 1.603
C 1.751 -1.506 0.503
C 2.594 -0.366 -0.116
C 3.648 0.209 0.596
C 4.362 1.274 0.036
C 3.985 1.798 -1.201
C 2.923 1.229 -1.910
C 2.255 0.120 -1.386
C 1.421 -2.616 -0.503
C 2.312 -2.865 -1.547
C 2.078 -3.925 -2.429
C 0.973 -4.756 -2.242
C 0.126 -4.544 -1.152
C 0.357 -3.486 -0.266
C 0.495 -0.834 1.165
C 0.912 0.218 2.209
C 0.850 1.580 1.527
C -0.023 1.388 0.289
N -0.300 -0.040 0.233
C -1.394 -0.471 -0.424
C -2.083 0.350 -1.286
C -2.928 1.579 -1.237
C -2.693 2.381 -2.542
C -3.634 3.358 -2.866
C -3.728 3.874 -4.169
C -2.881 3.396 -5.181
C -1.900 2.442 -4.870
C -1.792 1.962 -3.551
H 3.119 -5.636 2.614
H 1.640 -4.684 2.915
H 2.056 -5.176 1.258
H 4.792 -3.506 4.104
H 4.750 -1.808 3.566
H 3.339 -2.513 4.383
H 5.636 -4.007 1.184
H 4.439 -3.998 -0.134
H 5.163 -2.470 0.416
H 3.915 -0.175 1.586
H 5.203 1.692 0.591
H 4.523 2.648 -1.624
H 2.606 1.629 -2.876
H 1.471 -0.381 -1.963
H 3.196 -2.232 -1.672
H 2.772 -4.084 -3.254
H 0.787 -5.579 -2.935
H -0.726 -5.202 -0.977
H -0.275 -3.353 0.615
H -0.132 -1.625 1.607
H 0.137 0.178 2.981
H 1.862 0.000 2.692
H 0.403 2.338 2.176
H 1.837 1.939 1.232
H -0.952 1.952 0.383
H 0.466 1.736 -0.639
H -1.563 -1.556 -0.474
H -2.100 -0.034 -2.311
H -3.909 1.105 -1.433
H -4.327 3.697 -2.097
H -4.467 4.646 -4.389
H -3.003 3.727 -6.218
H -1.203 2.084 -5.641
H -1.004 1.226 -3.339
```

---

# 2
This record from the Open Molecules 2025 dataset describes a structure of composition C34H42N4NiO3P2S in a non-equilibrium geometry. The level of theory is ωB97M-V/def2-TZVPD.

Output
gap between HOMO and LUMO (alpha / beta): 0.27120 / 0.13080 Eh
relative energy (zero: lowest compared OMol25 entry of this formula, charge and spin): 148.11 kcal/mol
E_tot: -4354.35885 Ha
multiplicity: 3
maximum force: 3.7 eV/A
⟨S²⟩: 2.010
HOMO energy (alpha / beta): -0.31704 / -0.29105 Eh

The geometry in XYZ format:
```
87
C34H42N4NiO3P2S ωB97M-V/def2-TZVPD
Ni 1.872 2.079 1.757
C 1.643 -3.177 -0.006
C 1.455 -2.091 -0.759
C 0.210 -1.302 -0.852
C 0.005 -0.500 0.465
C -0.509 -1.281 1.624
C -0.765 -2.583 1.666
C -0.772 -3.539 0.528
C 0.595 -4.213 0.169
C 3.149 0.377 2.461
H 2.621 -3.381 0.441
H 2.275 -1.670 -1.332
H -0.720 -1.876 -0.999
H 0.329 -0.578 -1.679
H 0.912 0.147 0.632
H -0.805 0.226 0.282
H -0.795 -0.665 2.515
H -1.061 -3.042 2.634
H -1.236 -3.110 -0.373
H -1.424 -4.352 0.856
H 0.940 -4.824 1.011
H 0.464 -4.947 -0.671
H 2.822 -0.437 1.737
H 2.478 0.413 3.338
H 4.134 0.131 2.907
P -2.672 3.183 0.615
P -1.330 2.587 -2.661
N -4.018 2.472 1.556
N -3.088 4.869 1.057
N -2.311 1.234 -3.227
N -0.955 3.150 -4.318
C -3.605 3.121 -1.025
C -2.770 3.665 -2.196
C -3.783 1.370 2.396
C -5.001 0.943 2.924
C -6.025 1.797 2.386
C -5.403 2.709 1.537
C -2.140 5.698 1.679
C -2.713 6.946 1.866
C -4.045 6.896 1.348
C -4.251 5.620 0.844
C -1.973 -0.077 -2.879
C -2.965 -0.939 -3.315
C -3.975 -0.135 -3.941
C -3.565 1.192 -3.854
C -1.737 3.145 -5.487
C -1.264 4.141 -6.332
C -0.125 4.751 -5.701
C 0.067 4.110 -4.480
H -4.597 3.614 -0.963
H -3.790 2.045 -1.193
H -3.386 3.864 -3.079
H -2.339 4.634 -1.910
H -2.763 1.024 2.528
H -5.127 0.107 3.601
H -7.092 1.733 2.586
H -5.865 3.484 0.938
H -1.174 5.281 1.935
H -2.229 7.786 2.326
H -4.767 7.699 1.364
H -5.123 5.198 0.363
H -1.030 -0.246 -2.394
H -2.951 -2.018 -3.191
H -4.886 -0.506 -4.399
H -4.055 2.092 -4.209
H -2.515 2.412 -5.648
H -1.701 4.429 -7.277
H 0.456 5.569 -6.085
H 0.822 4.207 -3.718
C 7.347 -7.551 3.646
C 6.961 -6.265 2.953
C 7.655 -5.050 3.116
C 7.258 -3.883 2.448
C 6.108 -3.878 1.639
C 5.413 -5.091 1.465
C 5.810 -6.246 2.147
S 5.387 -2.404 0.870
O 5.966 -1.283 1.609
O 5.698 -2.518 -0.557
O 3.967 -2.574 1.249
H 8.325 -7.965 3.348
H 7.375 -7.419 4.737
H 6.590 -8.316 3.414
H 8.514 -5.014 3.787
H 7.827 -2.956 2.550
H 4.547 -5.094 0.802
H 5.196 -7.154 2.059
```

---

# 3
This record from the Open Molecules 2025 dataset describes a structure of composition C34H43AsBr2CdF4N8O9P in a non-equilibrium geometry. The level of theory is ωB97M-V/def2-TZVPD.

Output
gap between HOMO and LUMO: 0.23179 Eh
E_tot: -10728.69971 Ha
maximum force: 2.9 eV/A
total charge: +1
HOMO energy: -0.33627 Eh

The geometry in XYZ format:
```
103
C34H43AsBr2CdF4N8O9P ωB97M-V/def2-TZVPD
Cd 0.088 0.327 0.425
C 3.394 2.718 -3.123
C 3.042 1.642 -2.093
N 1.678 1.120 -2.100
C 1.443 -0.001 -3.010
C 1.413 0.290 -4.513
C 0.635 2.133 -2.148
C 0.688 3.112 -0.991
N 0.633 2.439 0.311
C 0.716 3.184 1.429
C 0.746 2.553 2.698
F 0.726 1.184 2.739
C 0.801 3.204 3.904
F 0.783 2.445 5.026
C 0.864 4.574 3.990
C 0.859 5.238 2.775
F 0.910 6.574 2.771
C 0.787 4.597 1.557
F 0.754 5.388 0.466
H 4.449 2.980 -3.023
H 2.814 3.630 -2.970
H 3.224 2.379 -4.145
H 3.241 2.045 -1.094
H 3.711 0.788 -2.224
H 0.484 -0.445 -2.732
H 2.219 -0.750 -2.813
H 0.687 1.070 -4.758
H 1.117 -0.617 -5.046
H 2.388 0.594 -4.893
H -0.314 1.596 -2.116
H 0.640 2.729 -3.073
H -0.159 3.787 -1.141
H 1.592 3.719 -1.061
H 0.925 5.102 4.931
Br 6.832 -1.536 0.596
C 5.035 -0.981 0.585
C 4.683 0.249 1.103
C 3.340 0.591 1.081
N 2.402 -0.207 0.587
C 2.748 -1.389 0.085
C 4.064 -1.823 0.068
C 1.628 -2.252 -0.408
C 1.856 -3.353 -1.219
C 0.777 -4.146 -1.567
Br 1.049 -5.639 -2.674
C -0.489 -3.849 -1.098
C -0.634 -2.716 -0.319
N 0.397 -1.930 0.006
H 5.424 0.924 1.507
H 3.005 1.545 1.473
H 4.339 -2.797 -0.312
H 2.844 -3.584 -1.591
H -1.340 -4.467 -1.343
H -1.603 -2.420 0.070
N -0.674 -0.598 4.430
C -1.677 0.477 4.109
P -2.360 0.016 2.449
O -2.092 -1.451 2.412
O -1.809 0.992 1.443
C -4.160 0.407 2.497
N -4.537 1.020 1.180
H 0.153 -0.640 3.781
H -1.128 -1.489 4.192
H -0.343 -0.562 5.388
H -1.193 1.451 4.107
H -2.454 0.461 4.873
H -4.375 1.098 3.311
H -4.722 -0.514 2.639
H -3.963 1.848 1.019
H -5.521 1.256 1.118
H -4.211 0.322 0.380
C 2.036 -4.200 2.325
As 1.412 -3.015 3.698
C 2.807 -2.926 5.014
C -0.108 -3.886 4.496
O 1.027 -1.498 3.153
H 2.307 -5.153 2.779
H 2.909 -3.756 1.853
H 1.251 -4.350 1.586
H 3.209 -3.912 5.245
H 2.415 -2.466 5.918
H 3.590 -2.291 4.605
H 0.078 -4.957 4.588
H -0.968 -3.719 3.848
H -0.294 -3.478 5.488
O -3.523 -0.663 -0.616
C -2.742 -0.321 -1.562
O -1.505 -0.217 -1.514
C -3.383 -0.026 -2.899
C -2.692 0.727 -3.838
C -3.277 0.975 -5.062
C -4.517 0.478 -5.403
C -5.175 -0.274 -4.452
C -4.640 -0.528 -3.204
N -6.510 -0.827 -4.783
O -6.877 -0.751 -5.936
O -7.149 -1.318 -3.872
N -2.549 1.806 -6.052
O -3.097 2.016 -7.113
O -1.450 2.219 -5.734
H -1.708 1.113 -3.614
H -4.955 0.669 -6.370
H -5.188 -1.116 -2.484
```

---

# 4
This record from the Open Molecules 2025 dataset describes a structure of composition C34H43AsCdN4O7S2Si. The level of theory is ωB97M-V/def2-TZVPD.

Output
gap between HOMO and LUMO: 0.23665 Eh
relative energy (zero: lowest compared OMol25 entry of this formula, charge and spin): 21.75 kcal/mol
E_tot: -5556.73805 Ha
maximum force: 0.3 eV/A
total charge: -2
HOMO energy: -0.08958 Eh

The geometry in XYZ format:
```
93
C34H43AsCdN4O7S2Si ωB97M-V/def2-TZVPD
Cd 0.051 0.478 -0.472
C 1.103 -2.246 3.276
C 0.519 -2.855 2.031
C -0.058 -4.119 2.035
C -0.639 -4.558 0.844
C -0.612 -3.767 -0.278
C 0.031 -2.494 -0.228
N 0.564 -2.083 0.950
N 0.150 -1.648 -1.266
Si -0.204 -1.991 -2.915
C 0.390 -3.749 -3.377
C -2.028 -1.896 -3.330
C 0.759 -0.793 -3.982
H 1.155 -2.968 4.093
H 0.497 -1.393 3.593
H 2.101 -1.856 3.070
H -0.078 -4.718 2.936
H -1.132 -5.525 0.804
H -1.091 -4.093 -1.191
H -0.402 -4.495 -3.285
H 1.219 -4.074 -2.741
H 0.733 -3.764 -4.416
H -2.616 -2.571 -2.701
H -2.221 -2.147 -4.378
H -2.348 -0.867 -3.149
H 1.782 -0.649 -3.618
H 0.264 0.179 -3.959
H 0.810 -1.137 -5.020
C -0.614 7.629 2.881
C -0.673 6.128 2.998
C -0.620 5.323 1.866
C -0.652 3.939 1.976
C -0.744 3.354 3.228
C -0.791 4.140 4.372
C -0.757 5.520 4.251
S -0.868 1.581 3.366
O -2.254 1.242 3.119
O -0.374 1.247 4.696
N 0.000 0.994 2.182
C 1.353 1.171 2.142
C 2.199 1.603 3.188
C 3.546 1.742 2.943
C 4.071 1.455 1.685
C 3.185 1.030 0.713
N 1.884 0.882 0.937
H -0.812 7.945 1.857
H 0.373 8.007 3.160
H -1.346 8.108 3.536
H -0.556 5.747 0.870
H -0.575 3.341 1.075
H -0.847 3.663 5.342
H -0.796 6.138 5.144
H 1.780 1.807 4.161
H 4.197 2.081 3.742
H 5.121 1.572 1.455
H 3.525 0.809 -0.293
O -0.754 4.483 -1.545
C -0.498 3.281 -1.568
O 0.328 2.689 -0.782
C -1.238 2.338 -2.594
O -1.772 2.823 -3.588
O -1.213 1.093 -2.291
C -2.640 -1.443 2.047
C -3.030 -0.546 0.914
O -2.212 -0.030 0.186
C -4.479 -0.303 0.598
C -4.770 0.375 -0.585
C -6.088 0.625 -0.932
C -7.120 0.206 -0.100
C -6.832 -0.464 1.081
C -5.513 -0.720 1.428
H -1.571 -1.334 2.206
H -2.870 -2.478 1.776
H -3.167 -1.177 2.962
H -3.947 0.706 -1.209
H -6.307 1.155 -1.850
H -8.150 0.408 -0.370
H -7.635 -0.781 1.735
H -5.289 -1.235 2.353
C 6.190 -2.910 -1.611
As 4.580 -1.963 -2.130
C 3.889 -3.014 -3.594
C 3.386 -2.292 -0.666
S 5.015 0.004 -2.646
H 5.979 -3.961 -1.409
H 6.588 -2.432 -0.718
H 6.914 -2.816 -2.419
H 3.722 -4.044 -3.279
H 4.605 -2.973 -4.413
H 2.947 -2.571 -3.913
H 3.361 -3.372 -0.501
H 2.367 -1.940 -0.849
H 3.770 -1.796 0.225
```

---

# 5
This record from the Open Molecules 2025 dataset describes a structure of composition C34H43BLaN7O4S6 in a non-equilibrium geometry. The level of theory is ωB97M-V/def2-TZVPD.

Output
gap between HOMO and LUMO: 0.30790 Eh
relative energy (zero: lowest compared OMol25 entry of this formula, charge and spin): 23.09 kcal/mol
E_tot: -4451.33787 Ha
maximum force: 1.0 eV/A
HOMO energy: -0.30224 Eh

The geometry in XYZ format:
```
96
C34H43BLaN7O4S6 ωB97M-V/def2-TZVPD
La -0.407 0.689 -0.626
C -0.807 -4.921 -2.302
C -0.068 -4.568 -1.053
C 0.558 -5.439 -0.141
C 1.119 -4.614 0.809
C 1.906 -4.989 2.019
N 0.818 -3.342 0.465
N 0.081 -3.308 -0.673
B 1.268 -2.045 1.118
N 2.105 -1.199 0.056
N 1.612 -0.655 -1.103
C 2.637 -0.237 -1.834
C 2.406 0.471 -3.128
C 3.831 -0.535 -1.181
C 3.455 -1.150 -0.002
C 4.358 -1.701 1.048
N 0.048 -1.341 1.859
N -1.063 -0.870 1.215
C -1.972 -0.552 2.129
C -3.277 0.041 1.715
C -1.480 -0.844 3.399
C -0.209 -1.345 3.192
C 0.747 -1.800 4.245
H -0.703 -5.983 -2.523
H -1.870 -4.693 -2.217
H -0.423 -4.360 -3.156
H 0.608 -6.515 -0.173
H 1.975 -6.075 2.073
H 2.922 -4.593 2.003
H 1.435 -4.641 2.939
H 2.052 -2.295 1.980
H 1.395 0.295 -3.503
H 2.532 1.550 -3.018
H 3.103 0.125 -3.891
H 4.839 -0.340 -1.504
H 5.388 -1.630 0.700
H 4.275 -1.147 1.981
H 4.140 -2.747 1.256
H -3.367 0.090 0.627
H -4.115 -0.553 2.081
H -3.398 1.054 2.105
H -1.969 -0.708 4.349
H 0.193 -2.239 5.074
H 1.454 -2.535 3.875
H 1.314 -0.954 4.638
C -1.480 -0.659 -4.849
C -2.367 -1.730 -4.211
S -2.369 -1.762 -2.406
C -4.128 -1.790 -2.035
C -4.944 -0.571 -2.466
S -4.233 0.981 -1.878
C -4.167 1.961 -3.391
C -3.399 1.401 -4.588
S -1.663 1.034 -4.259
H -1.643 -0.683 -5.930
H -0.426 -0.896 -4.692
H -2.034 -2.706 -4.571
H -3.393 -1.606 -4.561
H -4.172 -1.904 -0.949
H -4.570 -2.697 -2.454
H -5.958 -0.688 -2.078
H -5.033 -0.543 -3.552
H -3.731 2.911 -3.073
H -5.186 2.175 -3.722
H -3.438 2.147 -5.383
H -3.888 0.508 -4.978
O 0.082 2.722 -1.946
N -1.082 3.216 -1.838
O -1.470 4.135 -2.493
O -1.844 2.622 -0.979
O 0.732 1.615 0.993
C 1.270 2.655 1.736
C 2.456 2.172 2.553
C 2.657 0.897 2.983
C 3.798 0.771 3.820
C 4.441 1.960 3.995
S 3.681 3.220 3.135
C 0.187 3.197 2.663
C -1.139 3.316 2.363
C -1.902 3.859 3.430
C -1.135 4.139 4.522
S 0.502 3.747 4.254
C 1.712 3.744 0.768
C 1.256 5.023 0.642
C 1.873 5.727 -0.430
C 2.788 4.963 -1.085
S 2.922 3.404 -0.405
H 2.000 0.095 2.687
H 4.127 -0.154 4.271
H 5.332 2.146 4.572
H -1.561 3.056 1.403
H -2.967 4.035 3.384
H -1.464 4.553 5.460
H 0.495 5.437 1.288
H 1.641 6.745 -0.704
H 3.387 5.246 -1.935
```

---

Please write out number 4 again, unchanged.
This record from the Open Molecules 2025 dataset describes a structure of composition C34H43AsCdN4O7S2Si. The level of theory is ωB97M-V/def2-TZVPD.

Output
gap between HOMO and LUMO: 0.23665 Eh
relative energy (zero: lowest compared OMol25 entry of this formula, charge and spin): 21.75 kcal/mol
E_tot: -5556.73805 Ha
maximum force: 0.3 eV/A
total charge: -2
HOMO energy: -0.08958 Eh

The geometry in XYZ format:
```
93
C34H43AsCdN4O7S2Si ωB97M-V/def2-TZVPD
Cd 0.051 0.478 -0.472
C 1.103 -2.246 3.276
C 0.519 -2.855 2.031
C -0.058 -4.119 2.035
C -0.639 -4.558 0.844
C -0.612 -3.767 -0.278
C 0.031 -2.494 -0.228
N 0.564 -2.083 0.950
N 0.150 -1.648 -1.266
Si -0.204 -1.991 -2.915
C 0.390 -3.749 -3.377
C -2.028 -1.896 -3.330
C 0.759 -0.793 -3.982
H 1.155 -2.968 4.093
H 0.497 -1.393 3.593
H 2.101 -1.856 3.070
H -0.078 -4.718 2.936
H -1.132 -5.525 0.804
H -1.091 -4.093 -1.191
H -0.402 -4.495 -3.285
H 1.219 -4.074 -2.741
H 0.733 -3.764 -4.416
H -2.616 -2.571 -2.701
H -2.221 -2.147 -4.378
H -2.348 -0.867 -3.149
H 1.782 -0.649 -3.618
H 0.264 0.179 -3.959
H 0.810 -1.137 -5.020
C -0.614 7.629 2.881
C -0.673 6.128 2.998
C -0.620 5.323 1.866
C -0.652 3.939 1.976
C -0.744 3.354 3.228
C -0.791 4.140 4.372
C -0.757 5.520 4.251
S -0.868 1.581 3.366
O -2.254 1.242 3.119
O -0.374 1.247 4.696
N 0.000 0.994 2.182
C 1.353 1.171 2.142
C 2.199 1.603 3.188
C 3.546 1.742 2.943
C 4.071 1.455 1.685
C 3.185 1.030 0.713
N 1.884 0.882 0.937
H -0.812 7.945 1.857
H 0.373 8.007 3.160
H -1.346 8.108 3.536
H -0.556 5.747 0.870
H -0.575 3.341 1.075
H -0.847 3.663 5.342
H -0.796 6.138 5.144
H 1.780 1.807 4.161
H 4.197 2.081 3.742
H 5.121 1.572 1.455
H 3.525 0.809 -0.293
O -0.754 4.483 -1.545
C -0.498 3.281 -1.568
O 0.328 2.689 -0.782
C -1.238 2.338 -2.594
O -1.772 2.823 -3.588
O -1.213 1.093 -2.291
C -2.640 -1.443 2.047
C -3.030 -0.546 0.914
O -2.212 -0.030 0.186
C -4.479 -0.303 0.598
C -4.770 0.375 -0.585
C -6.088 0.625 -0.932
C -7.120 0.206 -0.100
C -6.832 -0.464 1.081
C -5.513 -0.720 1.428
H -1.571 -1.334 2.206
H -2.870 -2.478 1.776
H -3.167 -1.177 2.962
H -3.947 0.706 -1.209
H -6.307 1.155 -1.850
H -8.150 0.408 -0.370
H -7.635 -0.781 1.735
H -5.289 -1.235 2.353
C 6.190 -2.910 -1.611
As 4.580 -1.963 -2.130
C 3.889 -3.014 -3.594
C 3.386 -2.292 -0.666
S 5.015 0.004 -2.646
H 5.979 -3.961 -1.409
H 6.588 -2.432 -0.718
H 6.914 -2.816 -2.419
H 3.722 -4.044 -3.279
H 4.605 -2.973 -4.413
H 2.947 -2.571 -3.913
H 3.361 -3.372 -0.501
H 2.367 -1.940 -0.849
H 3.770 -1.796 0.225
```

---

> Among the records above, which one has the lowest maximum force?

C34H43AsCdN4O7S2Si